(1)
# C22H27ClN3O7

A gas-phase ion, C22H27ClN3O7 (charge -1) in a non-equilibrium geometry (ωB97M-V/def2-TZVPD, OMol25).

Results
**Total energy**: -2005.691367 a.u.
**LUMO**: 2.72 eV
**Energy above the lowest of the compared OMol25 structures with the same formula, charge and spin**: 47.32 kcal/mol
**HOMO**: -3.8 eV
**Charge**: -1
**SMILES string**: CCOC(=O)C(Cl)(C(=O)OCC)[C@H](c1ccc(N(C)C)cc1)c1c([O-])n(C)c(=O)n(C)c1=O
**Orbital gap**: 6.557 eV

Last column: Mulliken charge in e.
CARTESIAN COORDINATES (ANGSTROEM)
1 C 3.595 -4.839 0.880  -1.138
2 C 2.970 -3.561 1.361  -0.204
3 O 1.716 -3.282 0.633  -0.264
4 C 1.419 -1.966 0.635  -0.069
5 C 0.220 -1.466 -0.331  1.731
6 Cl -1.129 -2.238 0.527  -0.229
7 C 0.413 -2.464 -1.626  -0.172
8 O -0.537 -2.978 -2.133  -0.602
9 O 1.708 -2.589 -2.012  -0.155
10 C 1.858 -3.367 -3.231  -0.311
11 C 3.269 -3.876 -3.242  -1.064
12 O 2.004 -1.146 1.333  -0.642
13 H 4.457 -5.027 1.523  0.428
14 H 2.927 -5.699 0.970  0.283
15 H 3.978 -4.770 -0.142  0.188
16 H 2.711 -3.613 2.421  0.308
17 H 3.636 -2.711 1.205  0.294
18 H 1.119 -4.172 -3.237  0.370
19 H 1.640 -2.671 -4.042  0.249
20 H 3.448 -4.456 -4.146  0.422
21 H 3.982 -3.047 -3.221  0.293
22 H 3.443 -4.535 -2.385  0.148
23 C -3.230 2.378 5.050  -1.191
24 N -1.841 2.302 4.636  0.088
25 C -0.994 3.180 5.422  -0.968
26 C -1.447 1.658 3.491  1.814
27 C -2.402 1.218 2.535  -0.767
28 C -2.000 0.690 1.301  -0.317
29 C -0.631 0.420 1.031  -0.529
30 C -0.006 -0.087 -0.357  1.862
31 C -0.667 0.867 -1.374  -0.981
32 C -0.468 0.549 -2.754  0.003
33 O 0.181 -0.418 -3.179  -0.690
34 N -1.064 1.392 -3.699  0.056
35 C -0.962 0.951 -5.063  -1.152
36 C -1.603 2.654 -3.433  0.667
37 O -2.077 3.379 -4.299  -0.721
38 N -1.568 3.065 -2.097  0.163
39 C -1.927 4.448 -1.898  -1.113
40 C -0.820 2.356 -1.118  0.148
41 O -0.339 2.974 -0.178  -0.690
42 C 0.279 0.773 2.003  -0.678
43 C -0.097 1.356 3.214  -1.336
44 H -3.768 1.446 4.845  0.353
45 H -3.256 2.564 6.133  0.319
46 H -3.765 3.210 4.563  0.347
47 H 0.059 3.090 5.150  0.287
48 H -1.307 4.234 5.303  0.296
49 H -1.122 2.944 6.491  0.305
50 H -3.466 1.319 2.739  0.277
51 H -2.750 0.554 0.516  0.477
52 H 1.078 -0.120 -0.637  0.117
53 H -1.299 1.756 -5.699  0.411
54 H 0.076 0.686 -5.258  0.312
55 H -1.583 0.067 -5.209  0.260
56 H -2.150 4.663 -0.861  0.306
57 H -1.134 5.106 -2.253  0.327
58 H -2.790 4.630 -2.523  0.381
59 H 1.333 0.675 1.780  0.496
60 H 0.681 1.543 3.948  0.200

---

(2)
# C4H6O2

A single C4H6O2 molecule (ωB97M-V/def2-TZVPD, OMol25).

Results
**Total energy**: -306.305255 a.u.
**LUMO**: 0.62 eV
**Energy above the lowest of the compared OMol25 structures with the same formula, charge and spin**: 126.16 kcal/mol
**HOMO**: -8.8 eV
**Orbital gap**: 9.369 eV

Last column: Mulliken charge in e.
CARTESIAN COORDINATES (ANGSTROEM)
1 C 0.780 1.339 -0.234  -0.688
2 C -1.531 0.191 -0.244  -0.594
3 O -0.006 0.355 -0.929  -0.127
4 C -0.471 -0.861 -0.266  0.339
5 C 0.146 -1.270 1.036  -0.239
6 O 0.233 -2.436 1.340  -0.454
7 H 0.146 1.876 0.468  0.367
8 H 1.634 0.894 0.276  0.319
9 H 1.148 2.002 -1.012  0.235
10 H -2.109 0.048 -1.171  0.136
11 H -0.427 -1.672 -0.993  0.305
12 H 0.458 -0.467 1.729  0.401

---

(3)
# H3PS

2 unconnected molecules or ions with the total composition H3PS in a non-equilibrium geometry (ωB97M-V/def2-TZVPD, OMol25).

Results
**Total energy**: -741.199227 a.u.
**LUMO (spin up / spin down)**: -1.34 / -2.59 eV
**Energy above the lowest of the compared OMol25 structures with the same formula, charge and spin**: 76.27 kcal/mol
**HOMO (spin up / spin down)**: -10.1 / -9.1 eV
**Orbital gap (spin up / spin down)**: 8.777 / 6.485 eV

Last column: Mulliken charge in e.
CARTESIAN COORDINATES (ANGSTROEM)
1 P -0.408 -1.427 -0.569  -0.014
2 S 1.195 1.753 0.859  -0.177
3 H -1.855 -1.688 -0.617  0.057
4 H -0.394 0.026 -0.449  -0.040
5 H 1.771 2.781 0.011  0.174

---

(4)
# C9H9Br2N2O2

A gas-phase ion, C9H9Br2N2O2 (charge -1) in a non-equilibrium geometry (ωB97M-V/def2-TZVPD, OMol25).

Results
**Total energy**: -5756.255331 a.u.
**LUMO**: 2.72 eV
**Energy above the lowest of the compared OMol25 structures with the same formula, charge and spin**: 0.00 kcal/mol
**HOMO**: -4.2 eV
**Charge**: -1
**SMILES string**: CC(C)c1cc(Br)cc(Br)c1N=[N+]([O-])[O-]
**Orbital gap**: 6.877 eV

Last column: Mulliken charge in e.
CARTESIAN COORDINATES (ANGSTROEM)
1 C 0.275 -1.656 0.060  -0.278
2 C 2.686 -1.350 0.030  -0.300
3 C 0.062 -0.303 0.117  0.320
4 C 1.350 0.679 0.146  0.110
5 C 1.604 -2.187 0.057  -0.365
6 C 2.515 0.028 0.054  0.218
7 C -2.283 -0.527 1.097  -1.551
8 C -1.653 0.368 -1.222  -1.106
9 C -1.256 0.314 0.262  0.482
10 N 1.154 2.032 0.251  -0.714
11 N 0.315 2.866 -0.248  0.990
12 O 0.074 2.869 -1.477  -0.715
13 O -0.192 3.670 0.487  -0.712
14 Br 2.015 -4.145 0.047  -0.293
15 Br 4.117 1.148 0.213  -0.231
16 H -0.441 -2.312 -0.218  0.547
17 H 3.748 -1.762 0.067  0.242
18 H -2.222 -0.437 2.173  0.391
19 H -2.178 -1.631 0.924  0.241
20 H -3.265 -0.258 0.918  0.444
21 H -1.324 -0.519 -1.668  0.380
22 H -0.996 1.163 -1.457  0.347
23 H -2.734 0.624 -1.344  0.325
24 H -1.370 1.327 0.732  0.228

---

(5)
# C39H46CoP2

A molecular structure, C39H46CoP2 in a non-equilibrium geometry (ωB97M-V/def2-TZVPD, OMol25).

Results
**Multiplicity**: 4
**Total energy**: -3578.824933 a.u.
**LUMO (spin up / spin down)**: 0.56 / 0.07 eV
**Energy above the lowest of the compared OMol25 structures with the same formula, charge and spin**: 27.08 kcal/mol
**HOMO (spin up / spin down)**: -5.8 / -6.9 eV
**Orbital gap (spin up / spin down)**: 6.404 / 6.983 eV
**Expectation value of S²**: 3.79

Last column: Mulliken spin population.
CARTESIAN COORDINATES (ANGSTROEM)
1 Co 0.914 -0.857 -5.298  1.867
2 C -2.506 0.549 0.060  0.005
3 C -2.458 0.340 -1.275  -0.021
4 C -2.954 1.282 -2.325  0.003
5 C -1.822 2.062 -3.044  -0.002
6 C -0.921 2.696 -2.037  -0.004
7 C -1.355 3.241 -0.889  0.000
8 C -2.640 3.113 -0.128  0.000
9 C -2.906 1.819 0.692  -0.001
10 C 2.152 -2.589 -5.026  0.145
11 H -2.402 -0.314 0.728  0.002
12 H -2.178 -0.633 -1.646  -0.029
13 H -3.584 2.028 -1.851  -0.001
14 H -3.546 0.721 -3.077  -0.001
15 H -1.311 1.427 -3.769  0.023
16 H -2.297 2.891 -3.588  -0.001
17 H 0.094 2.958 -2.381  -0.001
18 H -0.646 3.873 -0.332  0.000
19 H -3.518 3.402 -0.695  0.000
20 H -2.529 3.881 0.642  0.000
21 H -2.344 1.932 1.629  0.000
22 H -3.963 1.752 0.993  0.000
23 H 2.320 -2.832 -3.974  -0.027
24 H 3.062 -2.139 -5.484  -0.001
25 H 1.996 -3.556 -5.548  -0.015
26 P 0.102 -1.949 -7.084  -0.108
27 P 1.686 0.420 -6.901  -0.005
28 C -0.757 -0.428 -7.543  -0.039
29 C -0.021 0.691 -7.448  0.069
30 C -0.209 -2.956 -8.607  0.090
31 C -1.185 -2.588 -9.546  0.010
32 C -1.511 -3.437 -10.602  0.001
33 C -0.832 -4.647 -10.754  0.003
34 C 0.181 -5.000 -9.852  -0.002
35 C 0.499 -4.158 -8.784  0.016
36 C -1.269 -2.374 -5.965  0.122
37 C -1.248 -1.568 -4.824  -0.195
38 C -1.940 -2.009 -3.701  0.128
39 C -2.882 -3.032 -3.830  -0.001
40 C -2.923 -3.795 -5.010  0.022
41 C -2.051 -3.519 -6.071  -0.005
42 C 2.402 0.625 -8.689  -0.028
43 C 2.120 -0.286 -9.725  0.028
44 C 2.481 -0.019 -11.052  0.003
45 C 3.130 1.175 -11.398  0.001
46 C 3.335 2.118 -10.398  0.000
47 C 2.986 1.842 -9.072  -0.002
48 C 2.045 2.051 -6.211  0.019
49 C 3.363 2.238 -5.781  0.010
50 C 3.733 3.507 -5.339  -0.004
51 C 2.802 4.557 -5.369  0.003
52 C 1.504 4.357 -5.837  -0.003
53 C 1.124 3.094 -6.256  -0.011
54 H -1.814 -0.498 -7.788  -0.007
55 H -0.295 1.672 -7.846  0.003
56 H -1.707 -1.642 -9.443  0.000
57 H -2.299 -3.140 -11.293  0.000
58 H -1.107 -5.311 -11.571  0.001
59 H 0.712 -5.942 -9.986  0.000
60 H 1.286 -4.438 -8.080  0.001
61 H -0.781 -0.531 -4.823  0.008
62 H -1.678 -1.598 -2.730  -0.006
63 H -3.530 -3.286 -2.995  0.000
64 H -3.663 -4.587 -5.140  0.003
65 H -1.993 -4.142 -6.967  0.001
66 H 1.579 -1.210 -9.491  -0.016
67 H 2.276 -0.763 -11.819  0.000
68 H 3.414 1.358 -12.436  0.000
69 H 3.790 3.070 -10.670  0.000
70 H 3.169 2.632 -8.342  0.000
71 H 4.069 1.399 -5.795  0.001
72 H 4.747 3.669 -4.991  0.000
73 H 3.094 5.548 -5.025  0.000
74 H 0.781 5.166 -5.895  0.000
75 H 0.099 2.961 -6.599  0.001
76 C 0.143 -1.677 -0.403  0.044
77 C 0.613 -0.467 -1.240  0.005
78 C 1.670 0.224 -0.378  0.072
79 C 1.162 -0.951 -2.530  0.713
80 H 1.072 -2.146 -0.040  -0.009
81 H -0.424 -2.420 -0.972  -0.009
82 H -0.431 -1.316 0.462  0.003
83 H -0.231 0.216 -1.444  0.088
84 H 2.358 -0.573 -0.060  0.001
85 H 2.267 0.962 -0.932  -0.007
86 H 1.177 0.665 0.492  0.005
87 H 1.892 -0.264 -3.015  0.072
88 H 1.460 -2.005 -2.449  -0.029

---

Q: Which of these has the lowest total energy?
A: C9H9Br2N2O2